ORCA calculation (the ωB97M-V functional and the def2-TZVPD basis) on a single C3H3N3O2 molecule at a distorted geometry.

Values from the calculation:
LUMO ... -0.4 eV
Energy relative to the best compared isomer or geometry (same formula, charge and spin) ... 383.74 kJ/mol
SMILES ... O=c1ncncn1O

Each atom is followed by the atoms it is bonded to, with distances in Å.
Cartesian coordinates (Å):
1 O -0.121 0.263 -2.250  C8 1.268
2 O 0.636 -1.649 -1.110  N4 1.338, H10 1.032
3 N -0.168 0.189 1.658  C6 1.393, C7 1.216
4 N 0.239 -0.725 -0.227  O2 1.338, C7 1.312, C8 1.430
5 N -0.750 1.507 -0.344  C6 1.368, C8 1.396
6 C -0.695 1.302 1.007  N3 1.393, N5 1.368, H9 1.143
7 C 0.430 -0.692 1.070  N3 1.216, N4 1.312, H11 1.240
8 C -0.195 0.403 -0.992  O1 1.268, N4 1.430, N5 1.396
9 H -1.142 2.083 1.711  C6 1.143
10 H 0.475 -1.209 -2.029  O2 1.032
11 H 1.290 -1.473 1.506  C7 1.240

ORCA calculation (the ωB97M-V functional and the def2-TZVPD basis) on 5 unconnected molecules or ions with the total composition CH12O4 at a distorted geometry.

Values from the calculation:
LUMO (alpha / beta) ... -3.6 / -11.6 eV
Spin multiplicity ... 2
Charge ... +1
Energy relative to the best compared isomer or geometry (same formula, charge and spin) ... 82.21 kJ/mol

Each atom is followed by the atoms it is bonded to, with distances in Å.
Cartesian coordinates (Å):
1 O 2.351 0.723 0.306  H8 0.920, H12 0.992
2 O -0.162 -2.483 0.575  H11 0.951, H16 1.022
3 O 0.443 -0.346 1.892  H7 0.966, H14 0.956
4 O 1.282 -0.004 -2.191  H6 0.929, H17 0.984
5 C -2.166 1.037 -0.553  H9 1.179, H10 1.043, H13 1.078, H15 1.088
6 H 1.774 0.129 -1.415  O4 0.929
7 H 0.346 -1.127 1.332  O3 0.966
8 H 2.752 1.477 0.647  O1 0.920
9 H -2.559 1.915 0.128  C5 1.179
10 H -1.198 0.965 -0.171  C5 1.043
11 H 0.050 -2.197 -0.307  O2 0.951
12 H 1.936 0.227 1.059  O1 0.992
13 H -2.018 1.286 -1.592  C5 1.078
14 H -0.204 -0.409 2.594  O3 0.956
15 H -2.639 0.060 -0.473  C5 1.088
16 H -1.143 -2.218 0.461  O2 1.022
17 H 1.154 0.966 -2.293  O4 0.984

ORCA calculation (the ωB97M-V functional and the def2-TZVPD basis) on 2 unconnected molecules or ions with the total composition C9H13N5S at a distorted geometry.

Values from the calculation:
LUMO ... 0.2 eV
Energy relative to the best compared isomer or geometry (same formula, charge and spin) ... 155.71 kJ/mol
SMILES ... C1=NC/C(=N/n2cnnc2)S1.C=C(C)C

Each atom is followed by the atoms it is bonded to, with distances in Å.
Cartesian coordinates (Å):
1 S -2.456 -2.506 1.109  C9 1.829, C11 1.731
2 N -2.099 -1.582 -1.500  N5 1.325, C9 1.258
3 N -4.639 -1.142 0.981  C11 1.242, C15 1.438
4 N 0.618 -2.941 -2.988  N6 1.370, C13 1.268
5 N -0.948 -2.201 -1.718  N2 1.325, C12 1.420, C13 1.395
6 N 0.804 -3.528 -1.765  N4 1.370, C12 1.283
7 C 0.794 1.145 -0.561  C8 1.537, H25 1.098, H26 1.167, H27 1.050
8 C 1.190 0.012 0.399  C7 1.537, C10 1.545, C14 1.420
9 C -2.759 -1.566 -0.430  S1 1.829, N2 1.258, C15 1.470
10 C 0.814 0.172 1.889  C8 1.545, H17 1.071, H19 1.083, H23 1.148
11 C -3.871 -1.743 1.750  S1 1.731, N3 1.242, H22 1.117
12 C -0.148 -3.131 -1.002  N5 1.420, N6 1.283, H20 1.063
13 C -0.394 -2.178 -2.998  N4 1.268, N5 1.395, H16 1.000
14 C 2.127 -0.976 -0.001  C8 1.420, H18 1.036, H28 1.134
15 C -4.157 -1.116 -0.374  N3 1.438, C9 1.470, H21 1.123, H24 1.021
16 H -0.828 -1.709 -3.768  C13 1.000
17 H 0.965 1.172 2.238  C10 1.071
18 H 2.567 -1.126 -0.927  C14 1.036
19 H 1.531 -0.432 2.431  C10 1.083
20 H -0.361 -3.377 0.010  C12 1.063
21 H -4.312 -0.089 -0.800  C15 1.123
22 H -4.179 -1.891 2.814  C11 1.117
23 H -0.235 0.005 2.326  C10 1.148
24 H -4.757 -1.678 -0.981  C15 1.021
25 H 0.003 1.767 -0.121  C7 1.098
26 H 1.659 1.912 -0.714  C7 1.167
27 H 0.473 0.630 -1.419  C7 1.050
28 H 2.495 -1.652 0.832  C14 1.134

ORCA calculation (the ωB97M-V functional and the def2-TZVPD basis) on a gas-phase ion, C3H8NOS (charge -1) at a distorted geometry.

Values from the calculation:
LUMO ... 3.1 eV
Charge ... -1
Energy relative to the best compared isomer or geometry (same formula, charge and spin) ... 249.54 kJ/mol
SMILES ... [O-]CNCCS

Each atom is followed by the atoms it is bonded to, with distances in Å.
Cartesian coordinates (Å):
1 S -0.795 2.750 -0.130  C5 1.886, H8 1.385
2 O 0.151 -3.110 1.143  C6 1.332
3 N 0.729 -1.187 -0.543  C4 1.494, C6 1.680, H14 1.056
4 C -0.053 -0.063 0.056  N3 1.494, C5 1.546, H11 1.139, H12 1.138
5 C 0.435 1.341 -0.368  S1 1.886, C4 1.546, H7 1.041, H13 1.151
6 C 0.371 -2.774 -0.127  O2 1.332, N3 1.680, H9 1.100, H10 1.106
7 H 0.674 1.383 -1.381  C5 1.041
8 H -1.153 2.501 1.184  S1 1.385
9 H -0.533 -2.913 -0.739  C6 1.100
10 H 1.238 -3.224 -0.646  C6 1.106
11 H -0.192 -0.161 1.183  C4 1.139
12 H -1.140 -0.206 -0.248  C4 1.138
13 H 1.265 1.821 0.269  C5 1.151
14 H 1.728 -1.032 -0.239  N3 1.056

ORCA calculation (the ωB97M-V functional and the def2-TZVPD basis) on a single C11H18FIO2S molecule at a distorted geometry.

Values from the calculation:
LUMO ... 0.4 eV
SMILES ... CCSC[C@H]1OC(=O)[C@@H]([C@@H](I)CC)[C@@]1(C)F

Each atom is followed by the atoms it is bonded to, with distances in Å.
Cartesian coordinates (Å):
1 I -3.060 -2.144 -2.550  C9 2.186
2 S 3.215 1.197 -0.693  C10 1.832, C13 1.848
3 F -0.525 -1.027 0.892  C12 1.370
4 O 0.560 -0.314 -1.654  C8 1.368, C14 1.443
5 O -0.851 0.159 -3.337  C8 1.139
6 C -1.621 0.192 -1.028  C8 1.562, C9 1.563, C12 1.554, H28 1.104
7 C -0.913 1.372 1.211  C12 1.562, H17 1.097, H23 1.096, H34 1.095
8 C -0.638 0.013 -2.227  O4 1.368, O5 1.139, C6 1.562
9 C -3.004 -0.536 -1.069  I1 2.186, C6 1.563, C16 1.538, H32 1.093
10 C 4.835 0.409 -0.363  S2 1.832, C11 1.543, H25 1.096, H29 1.095
11 C 4.770 -0.943 0.378  C10 1.543, H18 1.100, H20 1.095, H27 1.095
12 C -0.725 0.162 0.241  F3 1.370, C6 1.554, C7 1.562, C14 1.572
13 C 1.925 0.240 0.220  S2 1.848, C14 1.521, H30 1.096, H31 1.092
14 C 0.614 0.540 -0.492  O4 1.443, C12 1.572, C13 1.521, H26 1.101
15 C -3.771 -0.164 1.390  C16 1.553, H22 1.093, H24 1.098, H33 1.098
16 C -3.461 -1.175 0.253  C9 1.538, C15 1.553, H19 1.094, H21 1.100
17 H -1.104 1.044 2.240  C7 1.097
18 H 5.799 -1.198 0.673  C11 1.100
19 H -2.777 -1.965 0.577  C16 1.094
20 H 4.186 -0.861 1.301  C11 1.095
21 H -4.408 -1.688 0.030  C16 1.100
22 H -4.667 -0.431 1.957  C15 1.093
23 H -1.779 1.984 0.933  C7 1.096
24 H -2.927 -0.190 2.093  C15 1.098
25 H 5.406 1.114 0.252  C10 1.096
26 H 0.568 1.589 -0.824  C14 1.101
27 H 4.429 -1.755 -0.272  C11 1.095
28 H -1.884 1.262 -1.087  C6 1.104
29 H 5.358 0.244 -1.312  C10 1.095
30 H 1.908 0.612 1.250  C13 1.096
31 H 2.150 -0.828 0.170  C13 1.092
32 H -3.742 0.200 -1.397  C9 1.093
33 H -3.838 0.866 1.016  C15 1.098
34 H -0.031 2.021 1.225  C7 1.095

Number 1: molar mass 113.08 g/mol. Number 2: molar mass 88.10 g/mol. Number 3: molar mass 223.31 g/mol. Number 4: molar mass 106.17 g/mol. Number 5: molar mass 360.23 g/mol.